ORCA calculation (wB97M-V/def2-TZVPD) on a molecular structure, C18H33Mg2O9 in a non-equilibrium geometry.

Results
Relative energy (zero: lowest compared OMol25 entry of this formula, charge and spin) ... 20.3714 eV
2S+1 ... 1
HOMO ... -9.73 eV
Max |F| ... 0.0934 Eh/bohr
Charge ... +1

Last column: Mulliken charge in e.
CARTESIAN COORDINATES (ANGSTROEM)
Mg -2.3856 2.5624 -4.2788  0.75
Mg -0.0086 1.2481 -0.4301  1.02
C 3.8188 5.3705 -3.0551  -0.94
C 4.0785 4.5349 -1.8005  -0.13
O 2.9927 3.7798 -1.4476  -0.43
H 4.6590 6.0487 -3.2041  0.33
H 2.9352 5.9834 -2.8769  0.26
H 3.7532 4.7831 -3.9709  0.29
H 4.2156 5.1993 -0.9473  0.25
H 4.9582 3.9391 -2.0438  0.24
C -2.8255 6.9523 -2.1691  -0.94
C -2.9541 5.8558 -1.1863  -0.22
O -2.4521 4.5686 -1.4410  -0.55
H -3.0258 7.9282 -1.7267  0.35
H -3.5444 6.8858 -2.9857  0.28
H -1.7854 7.1349 -2.4391  0.26
H -3.9666 5.8178 -0.7843  0.29
H -2.3247 6.1307 -0.3400  0.22
C -0.7304 -2.9148 -5.0946  -0.89
C -0.1657 -1.5153 -5.2975  -0.23
O -0.3443 -0.6295 -4.2316  -0.53
H -1.7473 -2.7299 -4.7485  0.25
H -0.2761 -3.5633 -4.3455  0.27
H -0.8672 -3.3721 -6.0745  0.32
H -0.5461 -1.0628 -6.2133  0.26
H 0.9171 -1.6116 -5.3770  0.23
O -2.9662 -2.3628 0.1631  -0.66
C -3.5269 -3.4832 0.2025  0.50
O -4.7551 -3.5968 -0.2764  -0.31
C -5.1932 -4.8941 -0.2348  -0.36
C -4.1453 -5.7464 0.5031  -0.49
C -2.9515 -4.8315 0.7429  -0.28
H -5.2303 -5.3413 -1.2282  0.23
H -6.2057 -4.9940 0.1562  0.33
H -3.8411 -6.6041 -0.0969  0.28
H -4.4690 -6.1425 1.4656  0.27
H -2.0486 -5.0524 0.1736  0.25
H -2.6725 -4.8437 1.7965  0.24
O -0.8468 1.6924 3.9855  -0.65
C -1.2673 1.5642 5.1389  0.57
O -1.4198 0.3472 5.6687  -0.31
C -1.7393 0.3607 7.0259  -0.36
C -1.4991 1.8078 7.4651  -0.60
C -1.6902 2.6386 6.1517  -0.41
H -1.0755 -0.2373 7.6504  0.27
H -2.7730 0.0300 7.1267  0.29
H -0.5278 1.9177 7.9475  0.28
H -2.1081 2.0258 8.3424  0.37
H -1.0571 3.4887 5.8976  0.29
H -2.7395 2.8833 5.9872  0.25
O 3.0454 -1.9407 0.1749  -0.61
C 4.0648 -2.6210 -0.0169  0.44
O 4.0767 -4.0245 0.0262  -0.32
C 5.3344 -4.5036 -0.2618  -0.31
C 6.2592 -3.2641 -0.3903  -0.54
C 5.4386 -2.0043 -0.3510  -0.29
H 5.4093 -5.1023 -1.1696  0.26
H 5.8088 -5.1202 0.5016  0.27
H 6.8842 -3.3344 -1.2805  0.36
H 6.9030 -3.2642 0.4893  0.23
H 5.3736 -1.5222 -1.3264  0.22
H 5.7725 -1.2485 0.3600  0.28

Cartesian forces, eV/Å:
Mg 0.3 0.0 1.0
Mg 0.2 0.2 -0.2
C 0.0 1.1 0.3
C -1.0 -1.4 -1.7
O 0.2 0.1 0.5
H 0.1 0.1 0.1
H -0.1 -0.1 -0.4
H -0.3 -0.2 0.3
H 0.3 0.4 0.4
H 0.4 -0.2 0.8
C 0.5 1.3 -0.6
C 0.0 -1.7 0.9
O -0.1 0.2 -1.3
H -0.5 -0.1 0.5
H 0.4 -0.3 -0.4
H 0.0 -0.6 -0.8
H -0.3 -0.1 0.0
H 0.3 0.3 0.6
C -1.4 0.8 -0.2
C 0.0 0.2 1.7
O -0.3 0.2 -0.4
H -0.3 -0.2 0.2
H 0.4 0.2 -0.3
H 0.4 -0.5 0.1
H 0.1 0.0 -0.4
H 0.6 0.2 -0.5
O -1.3 -3.4 0.2
C 2.9 3.7 0.8
O 0.2 1.1 0.0
C -0.6 -3.1 -0.4
C 0.5 -0.8 0.5
C -0.9 1.0 -0.7
H -0.2 0.5 -0.4
H 0.1 0.4 0.3
H -0.2 0.0 0.0
H -0.3 0.1 -0.1
H -0.1 -0.1 -0.1
H 0.0 0.7 -0.1
O -0.9 0.0 2.4
C 0.3 0.3 -2.3
O 0.8 -0.8 -1.1
C -0.1 1.0 1.2
C -0.3 0.9 0.6
C 0.6 -1.4 0.1
H -0.1 -0.6 -0.6
H 0.0 0.0 0.2
H 0.5 0.0 -0.8
H -0.7 0.4 -0.5
H -0.1 0.1 0.7
H 0.0 0.0 -0.1
O 2.4 -2.5 -0.4
C -2.6 1.9 0.6
O -1.4 2.4 0.3
C 2.8 0.2 -0.7
C 1.6 -0.3 0.2
C -1.0 -1.4 -0.3
H -0.7 0.1 -0.2
H -0.8 -0.2 0.4
H 0.1 0.0 0.1
H 0.3 0.0 -0.2
H -0.2 0.0 0.0
H -0.3 -0.2 0.1

ORCA calculation (wB97M-V/def2-TZVPD) on 2 unconnected molecules or ions with the total composition C5H18N3.

Results
Relative energy (zero: lowest compared OMol25 entry of this formula, charge and spin) ... 1.6182 eV
2S+1 ... 1
HOMO ... -12.40 eV
Max |F| ... 0.0176 Eh/bohr
Charge ... +1

Last column: Mulliken charge in e.
CARTESIAN COORDINATES (ANGSTROEM)
C -0.2598 0.2179 -3.1724  -1.40
C 0.4791 0.3721 -1.8454  0.17
N 1.2573 1.6023 -1.8883  -0.33
C 1.8519 2.0329 -0.6368  -0.96
H -0.6072 -0.8010 -3.3138  0.38
H 0.3935 0.5774 -3.9671  0.38
H -1.1180 0.8932 -3.2265  0.35
H 1.1291 -0.4844 -1.6619  0.33
H -0.2910 0.4038 -1.0461  -0.17
H 0.6723 2.3534 -2.2467  0.27
H 2.3298 2.9963 -0.8099  0.38
H 1.1333 2.1389 0.1966  0.25
H 2.6816 1.3847 -0.3434  0.33
N -0.2111 0.5955 1.5859  -0.30
C -0.9574 -0.5347 2.2881  -0.57
C -0.6861 -1.8581 1.5781  -0.49
N -1.4933 -2.8852 2.2273  -0.59
H 0.6098 0.2331 1.0939  0.29
H -0.8213 1.0317 0.8897  0.45
H 0.1048 1.3201 2.2314  0.37
H -0.6516 -0.5163 3.3298  0.30
H -2.0091 -0.2623 2.2212  0.35
H -0.9643 -1.7630 0.5291  0.34
H 0.3732 -2.0957 1.7100  0.40
H -2.0168 -3.4125 1.5550  0.23
H -0.9285 -3.5401 2.7221  0.24

Cartesian forces, eV/Å:
C 0.0 0.5 0.2
C -0.3 0.6 -0.3
N -0.2 0.0 0.4
C 0.3 0.1 -0.5
H 0.1 0.0 -0.3
H 0.1 -0.6 -0.1
H -0.1 -0.1 0.2
H 0.1 0.0 0.1
H 0.1 -0.2 0.1
H 0.2 -0.2 -0.1
H -0.2 0.1 0.2
H 0.1 0.1 0.0
H -0.2 -0.3 0.1
N -0.2 -0.3 0.2
C -0.3 0.5 -0.2
C -0.2 -0.2 0.9
N -0.1 0.6 -0.3
H 0.0 0.1 0.0
H 0.3 0.0 0.0
H 0.0 0.0 0.0
H 0.0 -0.2 0.0
H 0.0 -0.2 0.2
H 0.3 0.0 -0.1
H 0.1 0.1 -0.5
H -0.3 -0.1 -0.2
H 0.4 -0.4 0.4

ORCA calculation (wB97M-V/def2-TZVPD) on a single C15H23ClN4O4S molecule in a non-equilibrium geometry.

Results
Relative energy (zero: lowest compared OMol25 entry of this formula, charge and spin) ... 1.0660 eV
SMILES ... CO[C@@]1(C(=O)NC[C@H](CO)NC(=O)Cc2cc(Cl)n(C)n2)CCSC1
2S+1 ... 1
HOMO ... -8.69 eV
Max |F| ... 0.0240 Eh/bohr
Charge ... 0

Last column: Mulliken charge in e.
CARTESIAN COORDINATES (ANGSTROEM)
C -0.9094 -2.0120 0.7352  -0.94
O 0.2738 -1.3756 1.0738  -0.25
C 1.3714 -1.9356 0.4301  1.43
C 1.1599 -1.7628 -1.0418  -0.15
O 1.3794 -2.6380 -1.8387  -0.67
N 0.7011 -0.5163 -1.3198  0.00
C 0.3769 -0.0639 -2.6181  -1.13
C -1.0594 0.4062 -2.7046  0.40
C -1.2337 1.2539 -3.8994  -0.92
O -0.7431 0.4017 -4.9272  -0.49
N -1.4802 1.0662 -1.5110  0.06
C -2.0970 2.2759 -1.4027  0.72
O -2.3586 3.0043 -2.3391  -0.67
C -2.4884 2.6465 0.0205  -1.14
C -1.4983 2.3190 1.0672  0.62
C -0.2285 2.8845 1.2587  -0.69
C 0.2278 2.2363 2.3771  0.01
Cl 1.6810 2.4265 3.2272  -0.18
N -0.6874 1.3635 2.8009  0.86
C -0.6264 0.5191 3.9713  -0.95
N -1.7548 1.3898 2.0008  -0.93
C 2.5789 -1.1464 0.9034  -0.84
C 3.3514 -1.9507 1.9626  -0.71
S 2.2907 -3.3313 2.4744  -0.22
C 1.5935 -3.3739 0.8043  -0.95
H -1.7045 -1.3999 1.1523  0.47
H -1.0392 -2.0707 -0.3575  0.33
H -0.9682 -3.0222 1.1598  0.21
H 0.6035 0.1315 -0.5479  0.27
H 1.0624 0.7360 -2.9217  0.29
H 0.5188 -0.8849 -3.3025  0.48
H -1.6912 -0.4835 -2.8349  0.08
H -2.2830 1.5179 -4.0212  0.47
H -0.6578 2.1826 -3.8058  0.41
H -0.8563 0.8608 -5.7557  0.33
H -1.3793 0.5276 -0.6603  0.06
H -2.6909 3.7129 -0.0040  0.37
H -3.4279 2.1399 0.2646  0.33
H 0.2621 3.6512 0.6908  0.50
H -0.6921 1.1184 4.8813  0.35
H -1.4633 -0.1535 3.9171  0.34
H 0.2925 -0.0597 3.9747  0.27
H 3.2368 -0.9045 0.0664  0.33
H 2.2237 -0.2030 1.3118  0.09
H 4.2762 -2.3467 1.5490  0.38
H 3.5975 -1.3512 2.8324  0.43
H 0.6732 -3.9507 0.7975  0.54
H 2.2866 -3.8354 0.1089  0.39

Cartesian forces, eV/Å:
C -1.2 -0.3 0.0
O -0.2 0.7 1.0
C 0.7 -0.1 0.3
C 0.0 0.8 -0.1
O 0.1 -0.5 -0.9
N 0.4 -0.2 0.6
C 0.5 0.3 -0.6
C -0.5 -0.8 0.3
C -0.1 0.2 -0.8
O -0.1 0.2 -0.4
N -0.1 0.5 1.0
C 0.0 -0.3 0.2
O -0.1 0.2 0.2
C -0.4 0.0 -0.1
C 0.1 -0.6 0.7
C -0.1 -0.2 0.1
C 0.5 0.3 0.0
Cl 0.5 0.1 0.2
N 0.0 0.0 -0.2
C 0.1 0.1 0.1
N -0.6 0.2 -0.6
C 0.7 0.2 0.1
C 0.0 0.0 0.0
S 0.0 0.1 -0.1
C 0.1 -0.6 0.3
H -0.2 -0.1 0.0
H -0.1 -0.1 0.2
H -0.2 0.2 -0.1
H 0.1 -0.3 -0.1
H -0.1 0.1 0.0
H 0.1 -0.2 -0.2
H 0.1 0.0 0.0
H 0.1 0.0 -0.3
H 0.0 -0.2 -0.2
H 0.0 0.1 -0.4
H -0.2 0.2 0.0
H 0.0 0.1 0.0
H 0.1 0.0 -0.1
H 0.1 0.1 0.0
H 0.0 0.0 -0.1
H -0.3 -0.2 0.0
H 0.1 0.0 0.0
H 0.0 0.0 0.0
H -0.1 0.1 0.1
H 0.1 0.0 0.0
H 0.0 0.1 0.1
H 0.1 -0.1 0.0
H 0.1 0.0 -0.1